ORCA calculation (ωB97M-V/def2-TZVPD) on a molecular structure, C9H24N4OS2Tc in a non-equilibrium geometry.

Atoms and positions in Å:
Tc (-0.546, -0.593, -0.651)
N (-0.931, -1.047, 1.425)
C (-1.378, 0.056, 2.336)
C (-0.548, 1.330, 2.126)
C (-1.337, 2.467, 1.479)
C (-1.992, 2.113, 0.148)
N (-1.012, 1.489, -0.809)
H (-1.584, -1.831, 1.510)
H (-0.047, -1.418, 1.793)
H (-1.301, -0.301, 3.365)
H (-2.436, 0.248, 2.153)
H (0.320, 1.074, 1.503)
H (-0.145, 1.684, 3.074)
H (-0.675, 3.327, 1.346)
H (-2.123, 2.811, 2.155)
H (-2.383, 3.029, -0.302)
H (-2.839, 1.433, 0.257)
H (-0.150, 2.039, -0.732)
H (-1.349, 1.649, -1.763)
O (1.466, -0.342, -0.581)
S (2.800, 0.091, -1.325)
C (3.810, -1.433, -1.470)
C (5.146, -1.126, -0.813)
C (4.935, -0.147, 0.340)
C (3.881, 0.875, -0.058)
H (3.884, -1.692, -2.527)
H (3.253, -2.220, -0.953)
H (5.854, -0.730, -1.545)
H (5.613, -2.053, -0.475)
H (5.862, 0.373, 0.587)
H (4.672, -0.669, 1.263)
H (4.316, 1.729, -0.587)
H (3.269, 1.250, 0.763)
N (-4.870, -1.135, -0.615)
C (-4.172, -1.636, -1.606)
N (-4.697, -2.219, -2.646)
S (-2.377, -1.575, -1.630)
H (-5.887, -1.210, -0.598)
H (-4.452, -0.734, 0.208)
H (-5.707, -2.319, -2.755)
H (-4.141, -2.635, -3.389)

Values from the calculation:
Charge: +4
Energy, Ha: -1527.071976
Lowest unoccupied orbital energy (alpha / beta), eV: -17.80 / -16.79
E_HOMO (alpha / beta), Ha: -0.8400 / -0.8405
⟨S²⟩: 1.127
HOMO-LUMO gap (alpha / beta), eV: 5.057 / 6.078
ΔE to the lowest compared entry with this formula, charge and spin, kcal per mole: 13.7
F_max, eV Å⁻¹: 3.4
2S+1: 2

Charge distribution, Mulliken scheme, values in e: 0.728, -0.339, -0.674, 0.177, -1.045, -0.317, -0.344, 0.333, 0.350, 0.421, 0.367, -0.100, 0.397, 0.426, 0.360, 0.444, 0.168, 0.311, 0.402, -0.537, 0.405, -0.481, -0.697, -0.626, -0.541, 0.452, 0.342, 0.347, 0.376, 0.383, 0.318, 0.486, 0.363, -0.280, 1.002, -0.331, 0.038, 0.280, 0.129, 0.268, 0.243

=====

ORCA calculation (ωB97M-V/def2-TZVPD) on C2H7N3OS in the gas phase in a non-equilibrium geometry.

Atoms and positions in Å:
C (-0.747, -1.130, 0.379)
N (-0.920, 0.164, -0.236)
S (-2.634, 0.440, -0.469)
C (0.107, 1.143, -0.165)
O (-0.128, 2.359, 0.015)
N (1.423, 0.701, 0.143)
N (2.116, -0.213, -0.721)
H (0.179, -0.948, 1.099)
H (-1.735, -1.234, 0.914)
H (-0.518, -1.907, -0.358)
H (-2.916, 0.764, 0.810)
H (2.120, 1.533, 0.321)
H (1.350, -0.476, -1.427)
H (2.302, -1.196, -0.305)

Values from the calculation:
Energy, Ha: -718.013887
Lowest unoccupied orbital energy, eV: 0.63
E_HOMO, Ha: -0.3466
HOMO-LUMO gap, eV: 10.067
ΔE to the lowest compared entry with this formula, charge and spin, kcal per mole: 38.9
F_max, eV Å⁻¹: 4.0

Charge distribution, Mulliken scheme, values in e: -0.752, -0.092, -0.131, 0.397, -0.619, -0.061, -0.641, 0.316, 0.358, 0.200, 0.147, 0.324, 0.292, 0.263

=====

ORCA calculation (ωB97M-V/def2-TZVPD) on a molecular structure, C27H37BN12O3RuS in a non-equilibrium geometry.

Atoms and positions in Å:
Ru (0.205, 0.059, 0.126)
C (2.326, 1.569, 2.616)
C (0.941, 2.068, 2.378)
C (0.222, 3.023, 3.105)
C (-0.978, 3.167, 2.443)
N (-0.981, 2.339, 1.387)
N (0.184, 1.662, 1.354)
B (-1.951, 2.310, 0.173)
N (-2.582, 0.899, 0.109)
C (-3.777, 0.447, -0.245)
C (-3.741, -0.932, -0.303)
C (-2.443, -1.286, 0.012)
C (-1.933, -2.680, 0.163)
N (-1.719, -0.158, 0.252)
N (-1.105, 2.360, -1.132)
C (-1.192, 3.145, -2.208)
C (-0.237, 2.752, -3.122)
C (0.422, 1.673, -2.541)
C (1.575, 0.915, -3.098)
N (-0.132, 1.431, -1.335)
N (-2.874, 3.472, 0.281)
C (-4.206, 3.598, 0.538)
C (-4.502, 4.931, 0.567)
C (-3.274, 5.581, 0.318)
C (-3.008, 7.053, 0.257)
N (-2.297, 4.709, 0.151)
H (2.994, 2.413, 2.781)
H (2.703, 0.996, 1.772)
H (2.370, 0.938, 3.507)
H (0.550, 3.550, 3.984)
H (-1.811, 3.824, 2.631)
H (-4.590, 1.122, -0.447)
H (-4.557, -1.596, -0.529)
H (-2.488, -3.185, 0.955)
H (-0.886, -2.699, 0.433)
H (-2.082, -3.247, -0.755)
H (-1.915, 3.942, -2.237)
H (-0.039, 3.186, -4.086)
H (1.552, 0.965, -4.185)
H (1.561, -0.127, -2.792)
H (2.516, 1.355, -2.766)
H (-4.845, 2.752, 0.721)
H (-5.464, 5.382, 0.735)
H (-3.939, 7.615, 0.288)
H (-2.474, 7.313, -0.655)
H (-2.391, 7.368, 1.099)
O (2.638, -2.927, 1.760)
C (1.860, -1.999, 1.668)
O (1.928, -1.047, 0.764)
C (0.718, -1.806, 2.582)
C (0.601, -2.458, 3.790)
C (-0.490, -2.149, 4.590)
C (-1.406, -1.216, 4.135)
C (-1.215, -0.618, 2.898)
N (-0.167, -0.912, 2.129)
H (1.354, -3.176, 4.081)
H (-0.617, -2.622, 5.554)
H (-2.272, -0.949, 4.724)
H (-1.909, 0.117, 2.517)
C (0.865, -4.723, -2.550)
N (0.385, -3.344, -2.512)
C (-0.451, -2.895, -3.622)
C (0.641, -2.572, -1.479)
O (0.216, -1.402, -1.374)
H (1.246, -4.942, -3.546)
H (0.053, -5.414, -2.324)
H (1.664, -4.856, -1.825)
H (-1.314, -3.555, -3.715)
H (0.123, -2.937, -4.547)
H (-0.782, -1.878, -3.440)
H (1.272, -3.022, -0.707)
C (5.272, -4.317, -0.642)
N (4.588, -3.050, -0.397)
C (4.645, -1.984, -1.162)
N (5.308, -1.991, -2.321)
S (3.851, -0.504, -0.690)
H (5.593, -4.718, 0.315)
H (6.157, -4.183, -1.258)
H (4.608, -5.037, -1.122)
H (3.998, -2.997, 0.435)
H (5.909, -2.757, -2.580)
H (5.421, -1.131, -2.829)

Values from the calculation:
Charge: +2
Energy, Ha: -2451.405095
Lowest unoccupied orbital energy (alpha / beta), eV: -8.49 / -8.43
E_HOMO (alpha / beta), Ha: -0.4756 / -0.4766
HOMO-LUMO gap (alpha / beta), eV: 4.448 / 4.539
F_max, eV Å⁻¹: 2.9

Charge distribution, Mulliken scheme, values in e: -0.560, -1.343, 0.536, -1.684, 0.024, 0.862, 0.359, 0.155, 0.764, 0.163, -1.853, 0.463, -1.536, 1.194, 0.873, 0.265, -1.808, 0.465, -1.018, 0.044, 0.207, -0.064, -1.256, 0.572, -1.264, -1.091, 0.521, 0.104, 0.239, 0.532, 0.562, 0.548, 0.571, 0.361, 0.128, 0.387, 0.572, 0.536, 0.431, 0.022, 0.228, 0.458, 0.489, 0.377, 0.319, 0.277, -0.771, 0.314, 0.124, 0.095, -0.601, -0.744, -1.032, -0.384, 1.198, 0.617, 0.479, 0.551, 0.284, -0.848, 0.349, -0.872, 0.011, -0.389, 0.328, 0.336, 0.224, 0.363, 0.353, 0.203, 0.107, -1.073, -0.028, 0.893, -0.408, -0.372, 0.344, 0.418, 0.298, 0.138, 0.137, 0.228

=====

Number 3 is which compound? C27H37BN12O3RuS